Record 1
11
Properties=species:S:1:pos:R:3:forces:R:3:mulliken_charge:R:1 method="wB97M-V/def2-TZVPD" de_lowest_ev=2.519 homo_ha=-0.3582 fmax_ev_per_a=6.431 smiles=N#CN[C@H](N)O e_lumo_ev=0.558 orbital_gap_ev=10.31
N 1.555446 -0.672285 2.259378 0.358 -0.664 0.476 -0.4202
C 1.395468 -0.464655 1.140178 -0.934 0.953 0.762 0.3247
N 1.071614 -0.020641 -0.055910 2.311 0.450 -1.827 -0.2051
C -0.153853 0.508291 -0.515012 -1.818 -6.166 -0.175 -0.0455
N -1.086139 0.471871 0.497083 -2.133 0.100 1.307 -0.4383
O -0.566891 -0.609117 -1.694417 0.473 1.960 1.970 -0.6056
H 1.834573 -0.040968 -0.729782 -0.446 -0.089 0.096 0.2391
H -0.183583 1.364691 -1.055389 0.655 2.591 -1.531 0.3984
H -1.601961 -0.427534 0.672990 0.984 1.583 -0.334 0.2132
H -1.661362 1.315510 0.642988 0.459 -1.064 -0.375 0.2209
H -0.603312 -1.425164 -1.162106 0.091 0.346 -0.369 0.3183



Record 2
13
Properties=species:S:1:pos:R:3:forces:R:3:mulliken_charge:R:1 method="wB97M-V/def2-TZVPD" de_lowest_ev=0.419 homo_ha=-0.3894 fmax_ev_per_a=5.612 smiles="C[C@H](Cl)S(N)(=O)=O" e_lumo_ev=0.216 orbital_gap_ev=10.81
C 1.410824 0.738402 0.301676 -0.518 -1.196 0.355 -0.9448
C -0.146995 0.893159 0.439008 0.494 -0.993 0.485 0.0346
Cl -0.686559 1.330947 2.096215 0.319 0.549 -0.578 -0.1673
S -0.965430 -0.732472 0.210083 -4.374 3.142 1.580 1.0340
N -0.670264 -1.105782 -1.262952 2.597 -2.109 -4.350 -0.4168
O -2.407277 -0.523712 0.263396 1.522 0.138 -0.056 -0.6427
O -0.368090 -1.593369 1.141803 1.343 -1.689 0.517 -0.5649
H 1.524050 -0.178962 -0.368662 0.488 1.258 1.037 0.1829
H 1.974353 0.628158 1.291747 -1.176 -0.183 -1.402 0.2834
H 1.843831 1.587715 -0.203651 -0.009 0.279 -0.227 0.3421
H -0.603037 1.508301 -0.343696 0.157 0.282 0.486 0.3713
H 0.203827 -1.652136 -1.367815 -0.905 0.486 -0.047 0.2560
H -1.109233 -0.900249 -2.197152 0.065 0.035 2.200 0.2324



Record 3
18
Properties=species:S:1:pos:R:3:forces:R:3:mulliken_charge:R:1 method="wB97M-V/def2-TZVPD" de_lowest_ev=3.820 homo_ha=-0.2841 fmax_ev_per_a=2.570 smiles="C[C@@H]1C[C@@]1(C)C=C=O" e_lumo_ev=0.903 orbital_gap_ev=8.63
C -1.567018 -1.143075 0.778098 -0.399 -0.455 0.356 -1.3938
C -0.857524 -0.575419 -0.398796 0.703 -0.408 1.473 -0.1578
C 0.444988 -1.006889 -0.882663 0.148 0.036 -1.845 -0.6591
C 0.602277 0.324286 -0.167338 -0.996 -1.810 -1.423 1.1346
C 1.948159 0.255843 0.518468 -0.171 0.876 2.179 -1.5624
C 0.189106 1.681408 -0.571071 0.807 -0.207 -0.312 -1.0673
C -1.080311 1.946754 -0.363751 -1.630 1.786 0.869 0.6369
O -2.162496 2.328561 -0.079092 1.668 -1.050 -0.792 -0.4342
H -1.884147 -2.172999 0.581973 -0.043 -0.039 0.119 0.3524
H -0.965076 -1.123125 1.687995 -0.007 -0.106 -0.077 0.3092
H -2.476839 -0.559238 0.964698 0.186 -0.100 0.105 0.3243
H -1.556422 -0.363868 -1.206814 0.326 1.065 0.170 0.5534
H 0.846899 -1.895599 -0.388985 0.344 0.598 0.132 0.2632
H 0.640938 -1.017145 -1.947943 -0.320 -0.284 -0.291 0.2614
H 1.992397 0.951654 1.364884 0.243 0.013 0.033 0.3983
H 2.265695 -0.716018 0.903277 -0.330 0.036 -0.197 0.3731
H 2.715625 0.587739 -0.198860 -0.384 -0.111 -0.052 0.3315
H 0.903751 2.497129 -0.594080 -0.145 0.160 -0.446 0.3362



Record 4
79
Properties=species:S:1:pos:R:3:forces:R:3:mulliken_charge:R:1 method="wB97M-V/def2-TZVPD" spin_multiplicity=2 de_lowest_ev=1.706 homo_ha="-0.2396 / -0.2337" fmax_ev_per_a=2.144 e_lumo_ev="-0.211 / -0.292" orbital_gap_ev="6.31 / 6.07"
Re -0.429029 0.784500 0.181639 -1.484 1.493 -0.402 1.1328
C 1.833474 2.080970 5.694393 -0.026 -0.029 -0.026 -1.0750
C 1.001285 0.857566 5.328474 0.087 0.028 0.026 -0.4408
N -0.090754 1.168248 4.425378 -0.069 0.002 -0.095 -0.1447
C 0.039303 1.266959 3.090719 -0.120 0.303 0.178 0.6248
S -1.423520 1.663988 2.185591 0.426 -0.700 0.252 -0.6711
N 1.252025 1.110525 2.600233 -0.177 0.241 -0.118 -1.1587
N 1.273288 1.102500 1.229457 0.809 -0.359 0.114 0.8735
C 2.426574 1.045397 0.637543 -0.173 -0.106 0.069 1.1373
C 3.735312 1.153803 1.348493 -0.059 0.021 -0.038 -1.9406
C 2.364880 0.797253 -0.802973 0.122 0.089 -0.233 0.3998
C 3.511166 0.877425 -1.587980 -0.018 0.004 -0.013 -0.7494
C 3.429002 0.639079 -2.948294 -0.029 -0.010 0.034 -0.7996
C 2.199765 0.310642 -3.490665 0.007 0.007 0.002 -1.2317
C 1.100370 0.236135 -2.652519 -0.141 -0.177 0.029 -0.7228
N 1.156712 0.484871 -1.344599 0.290 -0.155 0.360 0.2708
H 2.597158 1.818027 6.427933 0.010 -0.006 -0.011 0.3488
H 1.203959 2.864114 6.118446 0.004 0.000 0.018 0.3023
H 2.324646 2.477204 4.806196 -0.009 0.015 0.000 0.2710
H 0.569103 0.407325 6.222578 -0.023 0.010 -0.003 0.4278
H 1.631431 0.108203 4.849120 -0.012 -0.022 0.019 0.2565
H -1.026429 1.251927 4.781606 0.011 0.006 0.017 0.2181
H 3.561263 1.278694 2.411653 0.005 -0.011 0.008 0.3459
H 4.303631 2.008829 0.975970 0.014 0.010 0.016 0.3653
H 4.333917 0.256125 1.182737 0.018 -0.001 0.014 0.3710
H 4.455409 1.129836 -1.129657 0.009 0.005 0.004 0.4532
H 4.313118 0.699942 -3.569019 0.000 0.008 -0.006 0.4322
H 2.084397 0.095248 -4.543428 -0.020 0.004 -0.001 0.5119
H 0.134943 -0.074893 -3.015339 0.022 0.018 -0.023 0.9981
O -1.546965 -2.967351 1.531914 -0.009 -0.095 -0.027 -0.7759
C -1.410482 -1.876682 1.004931 0.184 -0.098 0.024 0.0915
O -0.344205 -1.154668 1.017769 -0.217 -0.078 -0.053 -0.7076
C -2.590276 -1.292104 0.246313 -0.077 -0.140 0.017 0.8329
C -3.777386 -2.002466 0.174696 0.004 0.060 -0.013 -0.6936
C -4.856085 -1.448887 -0.490193 0.009 0.012 0.018 -0.5697
C -4.705665 -0.189010 -1.049696 -0.006 0.010 0.014 -1.0664
C -3.485460 0.451056 -0.945776 -0.057 0.189 -0.022 -0.0034
N -2.434926 -0.088069 -0.322567 0.794 -0.106 -0.033 0.0919
H -3.814577 -2.967154 0.660067 0.004 -0.001 0.003 0.6185
H -5.796867 -1.979031 -0.560437 -0.006 0.002 -0.002 0.4408
H -5.518383 0.300765 -1.568079 0.001 0.007 0.002 0.4842
H -3.334669 1.433594 -1.368517 0.011 -0.028 0.000 0.0131
C -2.475447 -5.288998 -3.977319 -0.019 0.006 -0.006 -1.1053
C -2.918507 -4.358386 -2.849325 -0.051 -0.044 0.001 -0.9106
N -2.073081 -3.198609 -2.649365 0.129 0.046 0.135 0.7320
C -2.450332 -1.947814 -3.287436 0.020 0.006 0.002 0.6414
C -2.070586 -1.856018 -4.759549 -0.025 0.069 -0.011 -1.5902
C -0.928021 -3.233994 -1.884760 -0.096 0.042 -0.210 0.7081
C -0.633835 -4.518798 -1.156363 -0.002 0.036 0.084 -1.9707
N -0.207992 -2.176029 -1.810182 0.059 -0.170 -0.213 -0.1064
H -3.114119 -6.173867 -4.006404 -0.001 0.001 -0.020 0.4191
H -1.446159 -5.619036 -3.836210 -0.003 -0.004 0.006 0.2306
H -2.535293 -4.792862 -4.945678 0.010 -0.010 0.008 0.2420
H -2.997941 -4.920811 -1.917186 0.015 0.004 -0.022 0.5249
H -3.923813 -3.989115 -3.067608 -0.006 0.003 0.033 0.3767
H -1.943173 -1.149113 -2.746536 -0.094 -0.059 0.033 -0.9215
H -3.527397 -1.809127 -3.157422 -0.005 -0.031 -0.041 0.3388
H -1.000131 -2.023087 -4.875873 0.062 -0.007 -0.025 0.3025
H -2.309682 -0.859565 -5.141056 0.018 -0.041 -0.017 0.4227
H -2.600931 -2.584688 -5.373582 -0.010 0.002 0.016 0.4176
H -1.395915 -4.692515 -0.396251 0.002 -0.027 0.031 0.3775
H 0.318875 -4.427592 -0.641275 0.008 -0.010 -0.014 0.4469
H -0.600675 -5.379007 -1.824763 0.007 0.025 -0.002 0.3569
H 0.592759 -2.304883 -1.202218 -0.099 -0.130 0.138 0.1376
C 0.183303 4.226688 -2.207705 0.007 -0.060 0.012 -1.9193
C -0.969813 3.271394 -1.854018 0.089 0.150 0.071 3.1953
C -1.245026 2.376635 -3.063958 0.011 -0.027 -0.055 -1.5037
C -2.210903 4.134440 -1.555117 0.040 0.041 -0.036 -1.7487
C -0.608821 2.565994 -0.561127 0.041 -0.124 -0.178 -1.2495
H -0.037715 4.762335 -3.134617 0.007 0.005 -0.009 0.4529
H 1.112681 3.668424 -2.347576 0.007 0.014 -0.014 0.2824
H 0.339389 4.962267 -1.416525 0.009 -0.006 0.007 0.4312
H -1.887310 2.902694 -3.775004 -0.008 -0.045 -0.027 0.5468
H -1.724780 1.435534 -2.788980 -0.016 0.021 0.010 -0.1715
H -0.319767 2.137602 -3.588389 -0.018 -0.036 0.014 0.3651
H -2.460647 4.741289 -2.429566 -0.014 0.010 0.003 0.4817
H -2.020320 4.803694 -0.714485 -0.004 0.001 -0.002 0.4066
H -3.083828 3.533145 -1.300964 -0.017 -0.056 0.001 0.3135
H -0.436097 3.374543 0.162780 -0.159 -0.016 0.180 0.4834